[1]
Density functional theory data (the ωB97M-V functional and the def2-TZVPD basis) for C43H44BrN11RbSbSe as an isolated structure.

Last column: Löwdin charge in e.
Cartesian coordinates (Å):
Rb (-0.1666, -0.2189, -1.4693)  0.556
C (3.0882, -2.7516, 2.5950)  -0.042
C (3.0718, -1.3053, 2.1736)  -0.269
C (2.7075, -0.3102, 3.0779)  -0.015
C (2.6648, 1.0262, 2.6933)  -0.256
C (2.2977, 2.0995, 3.6817)  -0.049
C (2.9987, 1.3620, 1.3849)  -0.003
C (3.4018, 0.3961, 0.4724)  -0.261
C (3.8512, 0.7702, -0.9078)  -0.058
C (3.4168, -0.9369, 0.8812)  -0.023
H (3.7759, -2.9031, 3.4304)  0.081
H (3.3996, -3.3985, 1.7743)  0.077
H (2.0979, -3.0766, 2.9220)  0.053
H (2.4368, -0.5835, 4.0924)  0.112
H (3.1702, 2.3961, 4.2709)  0.080
H (1.5371, 1.7479, 4.3775)  0.050
H (1.9195, 2.9845, 3.1691)  0.049
H (2.9471, 2.3986, 1.0671)  0.125
H (3.9222, -0.1082, -1.5507)  0.070
H (4.8439, 1.2280, -0.8652)  0.089
H (3.1811, 1.4813, -1.3925)  0.016
H (3.7069, -1.6970, 0.1619)  0.118
C (-2.8923, 2.9207, -3.8978)  -0.035
C (-2.4407, 3.2049, -2.4950)  -0.252
C (-3.2187, 3.8917, -1.5692)  -0.038
C (-2.7476, 4.0825, -0.2827)  -0.129
C (-1.5152, 3.5333, 0.0291)  -0.755
Br (-0.8093, 3.8141, 1.7763)  0.743
N (-0.7662, 2.8473, -0.7986)  0.033
C (-1.2220, 2.7165, -2.0511)  -0.188
H (-3.6040, 3.6725, -4.2425)  0.072
H (-3.3711, 1.9402, -3.9462)  0.065
H (-2.0415, 2.8915, -4.5784)  0.084
H (-4.2001, 4.2610, -1.8419)  0.115
H (-3.3334, 4.5872, 0.4696)  0.094
H (-0.5581, 2.2129, -2.7487)  -0.017
N (-3.8928, -0.5449, -2.0585)  0.111
C (-3.7760, 0.1267, -0.8243)  -0.515
N (-4.5639, 1.1517, -0.5266)  0.014
N (-4.1759, 1.4985, 0.7151)  -0.110
N (-3.2322, 0.7123, 1.1272)  -0.090
N (-2.9345, -0.1848, 0.1575)  -0.038
C (-2.7956, -1.2324, -2.5992)  -0.589
N (-2.1660, -0.8306, -3.7016)  -0.003
N (-1.1852, -1.7314, -3.8681)  -0.151
N (-1.2279, -2.6064, -2.9021)  -0.156
N (-2.2490, -2.3279, -2.0792)  -0.008
H (-4.3090, 0.0688, -2.7438)  0.101
C (0.6947, -3.7194, 0.0248)  -0.075
C (0.1897, -4.5683, 1.1638)  -0.306
C (0.4338, -5.9405, 1.1550)  -0.057
C (-0.0682, -6.7687, 2.1472)  -0.102
C (-0.8368, -6.2316, 3.1682)  -0.101
C (-1.0819, -4.8657, 3.1888)  -0.144
C (-0.5652, -4.0216, 2.2096)  -0.335
Sb (-1.0285, -1.8984, 2.2475)  1.579
C (-3.0377, -2.2863, 2.9459)  -0.314
C (-3.4459, -1.9032, 4.2188)  -0.120
C (-4.7423, -2.1363, 4.6604)  -0.105
C (-5.6450, -2.7682, 3.8221)  -0.106
C (-5.2393, -3.1668, 2.5582)  -0.057
C (-3.9435, -2.9397, 2.1027)  -0.299
C (-3.5318, -3.4217, 0.7449)  -0.077
C (-0.2792, -1.5515, 4.2564)  -0.337
C (0.3473, -2.5228, 5.0273)  -0.133
C (0.8558, -2.2296, 6.2872)  -0.102
C (0.7235, -0.9483, 6.7969)  -0.104
C (0.0917, 0.0278, 6.0391)  -0.075
C (-0.4025, -0.2503, 4.7682)  -0.344
C (-1.0209, 0.8422, 3.9423)  -0.115
H (1.3616, -4.2891, -0.6229)  0.085
H (1.2388, -2.8457, 0.3919)  0.038
H (-0.1395, -3.3787, -0.5985)  0.051
H (1.0161, -6.3649, 0.3445)  0.105
H (0.1315, -7.8337, 2.1138)  0.092
H (-1.2502, -6.8708, 3.9398)  0.093
H (-1.6988, -4.4495, 3.9785)  0.100
H (-2.7515, -1.4149, 4.8896)  0.084
H (-5.0420, -1.8162, 5.6516)  0.091
H (-6.6634, -2.9474, 4.1475)  0.090
H (-5.9431, -3.6602, 1.8964)  0.103
H (-4.3994, -3.6331, 0.1187)  0.081
H (-2.9367, -4.3365, 0.8234)  0.079
H (-2.9408, -2.6773, 0.2040)  0.009
H (0.4474, -3.5319, 4.6462)  0.079
H (1.3481, -3.0026, 6.8661)  0.093
H (1.1094, -0.7063, 7.7804)  0.091
H (-0.0099, 1.0336, 6.4340)  0.105
H (-1.1093, 1.7690, 4.5103)  0.075
H (-2.0097, 0.5870, 3.5537)  0.049
H (-0.4014, 1.0502, 3.0661)  0.040
Se (1.9241, 2.0842, -3.8212)  0.477
C (2.8055, 0.4603, -4.2190)  -0.760
C (4.2012, 0.3825, -4.3314)  -0.170
C (4.8137, -0.8337, -4.5591)  -0.206
N (4.1693, -1.9971, -4.6870)  0.013
C (2.8365, -1.9215, -4.5963)  -0.177
C (2.1254, -0.7554, -4.3791)  -0.151
H (4.7944, 1.2824, -4.2219)  0.083
H (5.8982, -0.8866, -4.6359)  0.085
H (2.2987, -2.8593, -4.7043)  0.097
H (1.0422, -0.7977, -4.3535)  0.050

Calculated values
**Net charge**: -2
**Energy relative to the best compared isomer or geometry (same formula, charge and spin)**: 50.6 kJ/mol
**Largest force on an atom**: 0.51 eV Å⁻¹
**HOMO**: -2.099 eV

[2]
Density functional theory data (the ωB97M-V functional and the def2-TZVPD basis) for C43H44Cl2MnN6OS3 as an isolated structure at a distorted geometry.

Last column: Löwdin spin population.
Cartesian coordinates (Å):
Mn (-1.9943, 0.0010, -1.2330)  3.794
Cl (-4.1431, -1.5402, -0.8628)  0.029
C (-5.2322, -0.1475, -1.0738)  0.005
Cl (-4.2377, 1.3138, -1.2569)  0.010
H (-5.8506, -0.0437, -0.1901)  0.001
H (-5.8332, -0.2972, -1.9628)  0.001
N (-1.9161, 0.3656, 0.5487)  -0.008
S (-1.4232, 0.1871, 1.9436)  0.029
N (0.0350, 0.8084, 2.2741)  0.011
S (1.3759, 0.0344, 2.0581)  0.004
N (1.5611, -0.7792, 0.7413)  0.008
S (1.2108, -0.2478, -0.7529)  0.024
N (-0.1747, -0.4493, -1.2533)  -0.013
C (2.3346, -1.1912, -1.7469)  -0.006
C (3.4673, -1.7846, -1.2127)  -0.002
C (4.3199, -2.4659, -2.0671)  0.000
C (4.0377, -2.5321, -3.4250)  0.000
C (2.8951, -1.9306, -3.9428)  0.000
C (2.0294, -1.2554, -3.1008)  0.000
C (1.7461, 1.4595, -0.8598)  0.009
C (3.0835, 1.7510, -1.0852)  0.002
C (3.4666, 3.0812, -1.1711)  0.001
C (2.5191, 4.0868, -1.0304)  0.001
C (1.1832, 3.7768, -0.8057)  0.000
C (0.7870, 2.4519, -0.7212)  0.003
C (1.6399, -1.1526, 3.3435)  0.000
C (1.5392, -0.6667, 4.6422)  0.000
C (1.7371, -1.5459, 5.6907)  0.000
C (2.0340, -2.8804, 5.4301)  0.000
C (2.1343, -3.3423, 4.1243)  0.000
C (1.9396, -2.4748, 3.0604)  0.000
C (2.6321, 1.2655, 2.2726)  0.001
C (3.9480, 0.8237, 2.2078)  0.000
C (4.9613, 1.7462, 2.3924)  0.000
C (4.6517, 3.0798, 2.6413)  0.000
C (3.3295, 3.4988, 2.7086)  0.000
C (2.3010, 2.5871, 2.5268)  0.000
C (-2.4732, 1.0655, 3.0642)  -0.006
C (-3.8338, 0.8360, 2.8957)  0.000
C (-4.7214, 1.4484, 3.7613)  0.000
C (-4.2409, 2.2742, 4.7731)  -0.001
C (-2.8779, 2.4883, 4.9266)  -0.001
C (-1.9753, 1.8769, 4.0696)  -0.002
C (-1.4339, -1.5113, 2.4982)  0.010
C (-1.5797, -1.7744, 3.8538)  0.002
C (-1.5791, -3.0950, 4.2737)  0.001
C (-1.4347, -4.1191, 3.3457)  0.001
C (-1.2892, -3.8345, 1.9934)  0.000
C (-1.2915, -2.5193, 1.5570)  0.002
H (3.6658, -1.7186, -0.1506)  0.000
H (5.2008, -2.9511, -1.6700)  0.000
H (4.7125, -3.0595, -4.0858)  0.000
H (2.6810, -1.9967, -5.0004)  0.000
H (1.1204, -0.7935, -3.4646)  0.000
H (3.8075, 0.9540, -1.1993)  0.000
H (4.5024, 3.3266, -1.3633)  0.000
H (2.8246, 5.1226, -1.1009)  0.000
H (0.4510, 4.5667, -0.7028)  0.000
H (-0.2431, 2.1763, -0.5344)  0.003
H (1.3232, 0.3803, 4.8226)  0.000
H (1.6667, -1.1913, 6.7099)  0.000
H (2.1967, -3.5620, 6.2544)  0.000
H (2.3699, -4.3801, 3.9313)  0.000
H (2.0130, -2.8073, 2.0333)  0.000
H (4.1745, -0.2227, 2.0360)  0.000
H (5.9937, 1.4263, 2.3546)  0.000
H (5.4499, 3.7939, 2.7940)  0.000
H (3.0957, 4.5346, 2.9143)  0.000
H (1.2614, 2.8814, 2.5791)  0.000
H (-4.1678, 0.1778, 2.1030)  0.001
H (-5.7846, 1.2842, 3.6530)  0.000
H (-4.9358, 2.7547, 5.4486)  0.000
H (-2.5154, 3.1318, 5.7165)  0.000
H (-0.9080, 2.0291, 4.1625)  0.000
H (-1.6997, -0.9672, 4.5656)  0.000
H (-1.7088, -3.3194, 5.3239)  0.000
H (-1.4448, -5.1475, 3.6820)  0.000
H (-1.1837, -4.6403, 1.2793)  0.000
H (-1.1745, -2.2665, 0.5105)  0.002
C (-3.7091, -1.8285, -4.6454)  0.000
N (-2.8333, -0.7995, -5.1882)  0.005
C (-2.8029, -0.6250, -6.6422)  0.000
C (-1.4227, -0.1605, -7.0607)  0.000
C (-1.1148, 1.1244, -6.3229)  0.001
N (-1.3193, 0.9445, -4.8819)  0.006
C (-0.6781, 1.9462, -4.0439)  0.003
C (-2.1366, 0.0043, -4.3769)  0.008
O (-2.2617, -0.1278, -3.1096)  0.056
H (-3.7192, -2.6777, -5.3248)  0.000
H (-4.7341, -1.4629, -4.5441)  0.000
H (-3.3445, -2.1624, -3.6815)  0.000
H (-3.5621, 0.0995, -6.9499)  0.000
H (-3.0491, -1.5799, -7.1012)  0.000
H (-1.3837, -0.0040, -8.1366)  0.000
H (-0.6867, -0.9235, -6.7982)  0.000
H (-1.7486, 1.9396, -6.6829)  0.000
H (-0.0766, 1.4199, -6.4765)  0.000
H (0.4053, 1.9040, -4.1686)  0.000
H (-0.9101, 1.7845, -2.9981)  0.003
H (-1.0206, 2.9416, -4.3330)  0.000

Calculated values
**Net charge**: +3
**Energy relative to the best compared isomer or geometry (same formula, charge and spin)**: 21.3 kJ/mol
**Largest force on an atom**: 1.36 eV Å⁻¹
**HOMO (spin up / spin down)**: -16.121 / -16.094 eV
**Multiplicity**: 5

- The highest largest force on an atom belongs to which entry?
  C43H44Cl2MnN6OS3